[1]
Density functional theory data (ωB97M-V/def2-TZVPD) for 6 unconnected molecules or ions with the total composition C61H64Cl2F6N2O5P2.

Its SMILES is CC(=O)NCCCCc1cc([PH2]=N)c(P(C)C)c2c1C(=O)c1c(CCCCOC(C)=O)c(Cl)c(C[C@@H](C)F)c(Cl)c1C2=O.Fc1ccccc1.Fc1ccccc1.Fc1ccccc1.Fc1ccccc1.Fc1ccccc1.

```
! wB97M-V def2-TZVPD RIJCOSX def2/J DEFGRID3
* xyz 0 1
C -5.42747 4.13586 -2.33088
C -4.76665 4.27979 -3.67513
O -5.38546 4.63800 -4.64830
N -3.37018 3.96889 -3.72729
C -3.15928 2.64187 -4.35752
C -1.70577 2.19193 -4.25405
C -1.45419 1.11516 -3.18083
C -0.06379 1.16392 -2.53680
C 0.02142 2.02465 -1.29584
C -0.66411 3.23202 -1.23346
C -0.65045 4.06097 -0.11447
P -1.62946 5.56376 -0.42789
N -1.95295 6.57728 0.71350
C 0.05702 3.69614 1.05174
P 0.09382 4.61058 2.66898
C -1.65116 4.77087 3.23168
C 0.76310 6.27717 2.33295
C 0.77407 2.49099 0.97760
C 0.76416 1.67567 -0.16263
C 1.60309 0.43628 -0.14498
O 2.22267 0.09402 -1.12658
C 1.64061 -0.30911 1.14875
C 1.69289 -1.70988 1.22943
C 1.68582 -2.55781 -0.02724
C 0.70608 -3.73306 -0.09502
C 0.51167 -4.17338 -1.55768
C 0.27677 -5.65677 -1.70580
O -1.05387 -6.00261 -1.26988
C -1.13081 -6.85702 -0.21085
C -1.91936 -6.30758 0.93995
O -0.61278 -7.93890 -0.21798
C 1.76117 -2.23654 2.51907
Cl 1.94110 -3.95570 2.71157
C 1.73355 -1.46721 3.68748
C 1.77263 -2.07740 5.05976
C 0.38173 -2.10324 5.68380
C -0.54202 -3.16851 5.13935
F 0.54731 -2.32561 7.06087
C 1.67993 -0.07995 3.54640
Cl 1.65094 0.90448 4.96050
C 1.64479 0.49823 2.28353
C 1.65332 1.98971 2.08579
O 2.37924 2.69426 2.73530
H -5.74330 3.10186 -2.18573
H -6.30845 4.77227 -2.31782
H -4.76011 4.42282 -1.52288
H -2.93092 4.66087 -4.32945
H -3.47313 2.69810 -5.40206
H -3.81702 1.93774 -3.84395
H -1.06073 3.05270 -4.06901
H -1.40735 1.79063 -5.22369
H -2.23076 1.15561 -2.41322
H -1.55360 0.14427 -3.66946
H 0.68426 1.46458 -3.27205
H 0.18974 0.14872 -2.24259
H -1.24403 3.54098 -2.09746
H -2.75293 5.02533 -1.07500
H -0.89110 6.12278 -1.48815
H -2.94626 6.68978 0.86492
H -2.07793 5.74687 3.02969
H -1.65644 4.53396 4.29322
H -2.24570 4.00590 2.72827
H 0.55652 6.68708 1.34834
H 0.30720 6.93670 3.07261
H 1.83147 6.24382 2.53793
H 2.70294 -2.87970 -0.26339
H 1.40486 -1.89550 -0.84023
H 1.09804 -4.59680 0.43566
H -0.25836 -3.44291 0.32414
H 1.42409 -3.94883 -2.12029
H -0.29812 -3.61405 -2.02918
H 0.99434 -6.22360 -1.10763
H 0.42880 -5.98649 -2.73148
H -2.22600 -7.12240 1.58973
H -2.78038 -5.73942 0.59582
H -1.27429 -5.63983 1.51458
H 2.40756 -1.47586 5.70704
H 2.16737 -3.08883 5.04122
H -0.09642 -1.12749 5.57804
H -0.15005 -4.15991 5.36526
H -0.68229 -3.04386 4.06604
H -1.51590 -3.07459 5.61912
F -1.97479 4.05566 -7.12366
C -2.73186 4.49070 -8.16734
C -3.98235 4.99648 -7.88634
C -4.76340 5.44060 -8.94318
C -4.28401 5.36610 -10.24474
C -3.01873 4.85071 -10.49389
C -2.22288 4.41043 -9.44566
H -4.32080 5.02688 -6.85822
H -5.74799 5.84307 -8.74765
H -4.89753 5.71047 -11.06629
H -2.64590 4.79142 -11.50732
H -1.23365 4.00808 -9.61576
F -2.45402 -2.77725 8.18971
C -2.16908 -2.73284 9.50919
C -3.21531 -2.72196 10.40942
C -2.92362 -2.67829 11.76525
C -1.60536 -2.64091 12.19740
C -0.57363 -2.65020 11.26833
C -0.84808 -2.69956 9.90863
H -4.23479 -2.74656 10.04911
H -3.73097 -2.67412 12.48527
H -1.38327 -2.60528 13.25543
H 0.45562 -2.62007 11.60167
H -0.06009 -2.71104 9.17088
F 4.00324 -0.94650 7.05579
C 3.98753 -0.76739 8.39641
C 2.76655 -0.67985 9.03370
C 2.75428 -0.49407 10.40850
C 3.94552 -0.39645 11.11530
C 5.15777 -0.48656 10.44502
C 5.18717 -0.67631 9.07056
H 1.85236 -0.75606 8.46022
H 1.80730 -0.42390 10.92766
H 3.92894 -0.24881 12.18669
H 6.08744 -0.40672 10.99220
H 6.11884 -0.75308 8.52684
F 1.51920 4.38109 -10.01235
C 2.10584 3.86813 -8.90869
C 3.47835 3.72681 -8.88596
C 4.06945 3.19959 -7.74649
C 3.29076 2.81983 -6.66149
C 1.91204 2.97135 -6.71454
C 1.30794 3.50360 -7.84441
H 4.06485 4.02392 -9.74461
H 5.14434 3.08524 -7.70775
H 3.75811 2.40672 -5.77784
H 1.29936 2.67414 -5.87324
H 0.23762 3.63526 -7.89967
F 2.94882 -4.91140 -5.20489
C 2.81541 -6.24861 -5.33391
C 1.54950 -6.77907 -5.47523
C 1.41385 -8.15370 -5.60468
C 2.53564 -8.97091 -5.58832
C 3.79769 -8.41103 -5.44370
C 3.94758 -7.03734 -5.31709
H 0.68930 -6.12271 -5.48007
H 0.42861 -8.58539 -5.71712
H 2.42612 -10.04225 -5.68645
H 4.67314 -9.04611 -5.42682
H 4.92123 -6.57953 -5.20759
*
```

[2]
Density functional theory data (ωB97M-V/def2-TZVPD) for a molecular structure, C17H28CdNO2P2Te.

```
! wB97M-V def2-TZVPD RIJCOSX def2/J DEFGRID3
* xyz 1 1
Cd 0.04882 0.00864 0.42120
P -0.17010 1.74052 -1.43646
C -1.47485 0.91080 -2.41692
C -1.16105 -0.54871 -2.62402
N -0.76372 -1.24668 -1.53898
C -0.48554 -2.55571 -1.62549
C -0.54855 -3.22907 -2.84592
C -0.93742 -2.52454 -3.98525
C -1.25699 -1.17460 -3.86724
C -0.08599 -3.29561 -0.35896
P -0.55611 -2.38039 1.17371
H -1.55510 -0.55355 -4.71346
H -0.28667 -4.28868 -2.85580
H -0.99060 -3.02281 -4.95315
H -0.58528 -4.27744 -0.32936
H 1.00509 -3.45956 -0.34974
H -2.47975 0.99651 -1.77233
H -1.60010 1.44564 -3.36582
H -3.32446 0.67892 0.23609
O -3.61595 0.84853 -0.76460
H -4.31501 1.52356 -0.75516
H -1.81459 0.10124 1.60744
O -2.83415 0.21595 1.60078
H -3.01412 0.68890 2.43347
C -2.24127 -3.00885 1.46344
H -2.20731 -4.10650 1.54236
H -2.65399 -2.57827 2.38595
H -2.90385 -2.71857 0.63548
C 0.47553 -3.11592 2.47583
H 0.07287 -2.79230 3.44669
H 0.44872 -4.21371 2.40776
H 1.50761 -2.74030 2.38717
C 1.30571 1.70878 -2.51339
H 1.14062 2.32492 -3.40950
H 2.15786 2.10981 -1.94560
H 1.55785 0.68433 -2.81611
C -0.68700 3.48200 -1.42055
H -0.06700 4.00590 -0.68097
H -0.55185 3.94678 -2.40857
H -1.73970 3.55424 -1.11490
Te 2.75206 -0.53371 0.79415
C 2.95522 1.19120 1.95905
C 2.82705 1.05719 3.36056
C 3.03631 2.17925 4.16509
C 3.32145 3.42677 3.58357
C 3.36921 3.56414 2.18560
C 3.16573 2.45461 1.35989
H 2.56745 0.07557 3.76366
H 2.97524 2.08309 5.25218
H 3.49440 4.29457 4.21999
H 3.56433 4.54231 1.73928
H 3.15893 2.52082 0.26788
*
```

[3]
Density functional theory data (ωB97M-V/def2-TZVPD) for a molecular structure, C44H39BFN7O3Pd.

```
! wB97M-V def2-TZVPD RIJCOSX def2/J DEFGRID3
* xyz 0 1
Pd -0.38954 -0.34435 0.03580
C 4.59155 -1.29960 -1.70249
C 3.51660 -1.33948 -0.66894
C 3.53119 -1.94380 0.56482
C 2.27580 -1.68259 1.13685
N 1.55793 -0.95476 0.27885
N 2.32076 -0.74476 -0.83174
B 1.81061 -0.02074 -2.11427
N 1.52560 1.45877 -1.81887
N 1.07700 1.76331 -0.58010
C 1.19798 3.07289 -0.43480
C 1.71272 3.64139 -1.62277
C 1.92422 2.57917 -2.47101
C 2.47320 2.56618 -3.85849
C 0.92110 3.75986 0.83641
C 0.58218 5.11213 0.84578
C 0.36331 5.77472 2.04278
C 0.48368 5.09231 3.24624
C 0.82754 3.74928 3.24303
C 1.04970 3.08666 2.04703
N 0.55423 -0.82973 -2.57854
N -0.20603 -1.44061 -1.63983
C -1.09082 -2.22562 -2.26176
C -0.88786 -2.11217 -3.64091
C 0.16770 -1.22722 -3.79695
C 0.81829 -0.74401 -5.04754
C -2.06389 -3.08768 -1.56204
C -2.91762 -3.89170 -2.31798
C -3.88009 -4.68096 -1.70927
C -3.99877 -4.69219 -0.32708
C -3.13631 -3.91866 0.43661
C -2.17826 -3.12410 -0.17306
C 1.81336 -2.14771 2.46255
C 0.62859 -1.72037 3.05551
C 0.25087 -2.20031 4.30202
C 1.04503 -3.11169 4.97958
C 2.23360 -3.53574 4.40263
C 2.61272 -3.05577 3.16070
H 5.46881 -1.82696 -1.33224
H 4.87877 -0.27424 -1.93686
H 4.26919 -1.77512 -2.62918
H 4.35320 -2.49121 0.99109
H 2.64585 -0.09269 -2.96853
H 1.94838 4.67502 -1.81738
H 2.80915 3.56640 -4.12678
H 1.72030 2.26024 -4.58694
H 3.31897 1.88315 -3.95149
H 0.47648 5.64407 -0.09247
H 0.09416 6.82381 2.03619
H 0.29981 5.60493 4.18226
H 0.91084 3.20706 4.17627
H 1.32010 2.04003 2.04443
H -1.40742 -2.62370 -4.43263
H 0.41862 -1.28431 -5.90360
H 1.89813 -0.88906 -5.01456
H 0.63132 0.31953 -5.19839
H -2.84048 -3.89409 -3.39725
H -4.53871 -5.28721 -2.31825
H -4.74937 -5.30815 0.15175
H -3.20378 -3.93199 1.51730
H -1.51293 -2.53501 0.44217
H 0.00443 -0.98147 2.58674
H -0.66869 -1.84009 4.74660
H 0.74772 -3.48111 5.95295
H 2.86962 -4.24211 4.92100
H 3.54124 -3.40135 2.72611
C -6.62190 1.82839 3.58459
C -6.86458 1.48676 2.12512
C -7.94436 0.42718 1.96415
C -8.27240 0.25590 0.49169
C -7.01961 -0.03605 -0.28980
C -7.07926 -0.68792 -1.49923
C -5.91399 -0.96809 -2.20728
F -6.03163 -1.59156 -3.39390
C -4.68063 -0.64345 -1.73085
C -4.59180 0.00072 -0.48841
C -3.27501 0.29313 0.06388
O -2.26964 -0.04315 -0.61814
C -3.23949 0.95159 1.30892
C -4.42070 1.30127 1.90428
N -5.63911 1.01250 1.43176
C -5.75491 0.33067 0.21948
C -1.96992 1.31795 2.05625
O -2.05103 2.18664 2.91220
O -0.93243 0.60950 1.79744
H -7.58459 2.05054 4.04389
H -5.98875 2.70404 3.71825
H -6.17464 0.98844 4.11951
H -7.19132 2.38992 1.59805
H -8.82706 0.72664 2.52821
H -7.58088 -0.51415 2.38697
H -8.73334 1.17485 0.11577
H -8.99559 -0.54528 0.33721
H -8.03274 -0.99401 -1.91186
H -3.77870 -0.87461 -2.27959
H -4.35353 1.86464 2.82256
*
```

Number 1: E_HOMO -7.67 eV, lowest unoccupied orbital energy -0.90 eV, E_tot -5050.81227 hartree. Number 2: E_HOMO -9.96 eV, lowest unoccupied orbital energy -3.58 eV, E_tot -1988.08634 hartree. Number 3: E_HOMO -7.60 eV, lowest unoccupied orbital energy -0.24 eV, E_tot -2561.90316 hartree.